[1]
Molecular formula: C7H14OSi
Method: DFT, ωB97M-V/def2-TZVPD

Computed properties:
- energy (eV) = -17406.590
- largest force on an atom (eV Å⁻¹) = 3.2
- relative energy (zero: lowest compared OMol25 entry of this formula, charge and spin) (eV) = 4.1739
- frontier orbital gap (eV) = 8.27
- E_HOMO (eV) = -7.48
- molecular weight (u) = 142.3

Geometry as ORCA input:
```
! wB97M-V def2-TZVPD RIJCOSX def2/J DEFGRID3
* xyz 0 1
C -2.50 2.01 1.36
C -2.83 0.97 0.27
C -2.16 -0.10 -0.03
C -1.82 -1.33 -0.71
O -0.98 -0.78 0.26
H -3.05 3.00 1.13
H -1.36 2.11 1.44
H -2.88 1.82 2.35
H -3.88 1.05 -0.10
H -2.14 -2.34 -0.44
H -1.55 -1.24 -1.82
C 1.05 0.94 -1.43
Si 1.64 -0.22 -0.20
C 1.72 -0.27 1.65
C 2.07 -2.07 -0.81
H 0.93 1.98 -1.31
H 1.06 0.67 -2.51
H 1.89 0.77 1.93
H 0.80 -0.42 2.11
H 2.49 -0.90 2.10
H 1.92 -1.99 -1.88
H 3.07 -2.51 -0.61
H 1.34 -2.81 -0.43
*
```


[2]
Molecular formula: CH4N4
Method: DFT, ωB97M-V/def2-TZVPD

Computed properties:
- energy (eV) = -7055.143
- largest force on an atom (eV Å⁻¹) = 4.2
- relative energy (zero: lowest compared OMol25 entry of this formula, charge and spin) (eV) = 7.8421
- frontier orbital gap (alpha / beta) (eV) = 8.61 / 9.24
- E_HOMO (alpha / beta) (eV) = -9.67 / -9.76
- molecular weight (u) = 72.1

Geometry as ORCA input:
```
! wB97M-V def2-TZVPD RIJCOSX def2/J DEFGRID3
* xyz 0 1
C 0.43 -0.29 1.19
N 0.99 0.81 1.78
N 0.45 1.59 0.82
N -0.26 0.48 0.39
N -0.49 -0.93 -2.20
H 0.57 -1.29 1.50
H -0.06 2.43 1.19
H -0.49 -1.84 -1.69
H -1.13 -0.97 -2.98
*
```


[3]
Molecular formula: C16H17N3O2S
Method: DFT, ωB97M-V/def2-TZVPD

Computed properties:
- energy (eV) = -36270.080
- largest force on an atom (eV Å⁻¹) = 0.7
- relative energy (zero: lowest compared OMol25 entry of this formula, charge and spin) (eV) = 0.0000
- frontier orbital gap (eV) = 8.10
- E_HOMO (eV) = -8.04
- molecular weight (u) = 315.4

Geometry as ORCA input:
```
! wB97M-V def2-TZVPD RIJCOSX def2/J DEFGRID3
* xyz 0 1
C -3.37 -3.20 1.27
C -2.94 -2.71 -0.11
N -2.80 -1.27 -0.14
C -3.78 -0.45 -0.52
S -5.26 -0.98 -1.07
N -3.60 0.91 -0.45
C -2.47 1.66 -0.15
C -2.65 2.94 0.39
C -1.55 3.71 0.71
C -0.27 3.23 0.53
C -0.09 1.97 -0.02
N 1.22 1.48 -0.20
C 1.60 0.18 -0.16
O 0.79 -0.73 0.04
C 3.05 -0.08 -0.32
C 3.93 0.87 -0.85
C 5.28 0.60 -0.95
C 5.78 -0.62 -0.52
C 4.93 -1.58 -0.02
C 3.55 -1.33 0.07
O 2.78 -2.31 0.53
C -1.18 1.20 -0.40
H -2.65 -2.91 2.03
H -3.45 -4.28 1.27
H -4.34 -2.78 1.52
H -3.68 -2.99 -0.85
H -1.97 -3.14 -0.38
H -2.01 -0.89 0.36
H -4.46 1.42 -0.59
H -3.65 3.31 0.56
H -1.70 4.70 1.12
H 0.58 3.83 0.80
H 1.94 2.18 -0.16
H 3.56 1.81 -1.22
H 5.94 1.35 -1.37
H 6.84 -0.82 -0.59
H 5.29 -2.54 0.30
H 1.84 -2.02 0.47
H -1.02 0.27 -0.91
*
```


[4]
Molecular formula: C3H8NP
Method: DFT, ωB97M-V/def2-TZVPD

Computed properties:
- energy (eV) = -14018.771
- largest force on an atom (eV Å⁻¹) = 0.8
- relative energy (zero: lowest compared OMol25 entry of this formula, charge and spin) (eV) = 0.0000
- frontier orbital gap (eV) = 10.23
- E_HOMO (eV) = -9.27
- molecular weight (u) = 89.1

Geometry as ORCA input:
```
! wB97M-V def2-TZVPD RIJCOSX def2/J DEFGRID3
* xyz 0 1
H 0.89 2.34 0.45
N 1.30 1.42 0.30
C 0.42 0.51 0.37
C -1.04 0.75 0.66
C 0.83 -0.92 0.13
P 0.49 -1.40 -1.65
H -1.64 0.30 -0.12
H -1.32 0.28 1.60
H -1.25 1.81 0.71
H 1.89 -1.02 0.28
H 0.25 -1.58 0.77
H -0.20 -0.24 -2.06
H -0.61 -2.26 -1.44
*
```


[5]
Molecular formula: C15H39BN2O6Sb
Method: DFT, ωB97M-V/def2-TZVPD

Computed properties:
- energy (eV) = -38664.080
- largest force on an atom (eV Å⁻¹) = 1.9
- frontier orbital gap (eV) = 5.70
- E_HOMO (eV) = -3.43
- molecular weight (u) = 476.1

Geometry as ORCA input:
```
! wB97M-V def2-TZVPD RIJCOSX def2/J DEFGRID3
* xyz -1 1
C 3.67 4.35 0.17
C 3.09 2.95 -0.12
N 1.80 2.73 0.49
Sb 1.07 0.72 0.22
C 2.35 0.02 1.95
N 2.11 0.82 3.17
C 0.49 -1.42 -0.18
C 1.70 -2.28 -0.52
C 1.42 -3.76 -0.82
C 0.28 -4.34 0.00
O 0.32 -5.77 -0.03
C -0.28 1.37 -1.45
C -0.16 2.82 -1.80
O -0.83 3.08 -3.10
C -0.69 4.32 -3.59
C -0.72 5.47 -2.60
O -0.61 4.53 -4.80
B -0.58 1.04 1.74
O -0.90 -0.03 2.59
C -1.39 2.38 1.97
C -1.06 2.93 3.38
H 3.16 4.81 1.01
H 3.55 4.99 -0.71
H 4.74 4.29 0.37
H 3.01 2.82 -1.20
H 3.83 2.20 0.20
H 1.87 2.92 1.48
H 2.41 0.47 -0.91
H 2.00 -0.99 2.17
H 3.41 -0.07 1.69
H 2.43 0.31 3.98
H 2.64 1.68 3.15
H -0.17 -1.38 -1.06
H -0.10 -1.81 0.64
H 2.45 -2.23 0.27
H 2.16 -1.85 -1.41
H 2.30 -4.36 -0.58
H 1.21 -3.92 -1.88
H 0.38 -3.97 1.02
H -0.65 -3.97 -0.39
H -0.42 -6.06 0.50
H 0.03 0.81 -2.34
H -1.32 1.11 -1.24
H 0.87 3.13 -1.87
H -0.68 3.43 -1.06
H 0.11 5.46 -1.90
H -0.68 6.39 -3.18
H -1.66 5.47 -2.06
H -0.37 0.03 3.38
H -1.18 3.13 1.21
H -2.45 2.10 1.96
H -0.57 3.90 3.31
H -0.38 2.28 3.92
H -1.96 3.05 3.99
C -3.39 -5.31 -1.31
C -4.43 -6.35 -0.97
O -5.52 -5.75 -0.27
O -2.91 -4.66 -0.15
H -2.53 -5.77 -1.81
H -3.82 -4.56 -1.99
H -4.01 -7.09 -0.29
H -4.79 -6.86 -1.87
H -6.00 -5.20 -0.88
H -3.67 -4.53 0.43
*
```


[6]
Molecular formula: C4H4O2
Method: DFT, ωB97M-V/def2-TZVPD

Computed properties:
- energy (eV) = -8303.235
- largest force on an atom (eV Å⁻¹) = 0.5
- relative energy (zero: lowest compared OMol25 entry of this formula, charge and spin) (eV) = 3.8419
- frontier orbital gap (eV) = 9.11
- E_HOMO (eV) = -9.26
- molecular weight (u) = 84.1

Geometry as ORCA input:
```
! wB97M-V def2-TZVPD RIJCOSX def2/J DEFGRID3
* xyz 0 1
O 1.63 1.94 -0.82
C 1.01 0.94 -0.60
O 0.96 -0.25 -1.00
C -0.27 -1.35 -0.24
C -0.99 -0.63 0.70
C -0.89 0.58 1.05
H 0.11 1.08 0.31
H -0.78 -1.61 -1.17
H 0.45 -2.09 0.09
H -1.22 1.39 1.68
*
```


[7]
Molecular formula: C4H10N2O2
Method: DFT, ωB97M-V/def2-TZVPD

Computed properties:
- energy (eV) = -11382.494
- largest force on an atom (eV Å⁻¹) = 1.8
- relative energy (zero: lowest compared OMol25 entry of this formula, charge and spin) (eV) = 4.4084
- frontier orbital gap (eV) = 7.97
- E_HOMO (eV) = -7.21
- molecular weight (u) = 118.1

Geometry as ORCA input:
```
! wB97M-V def2-TZVPD RIJCOSX def2/J DEFGRID3
* xyz 0 1
C -2.20 -0.69 1.04
C 2.27 1.00 -0.01
N -1.03 -0.78 0.19
C -0.02 0.08 0.47
C 1.14 0.05 -0.27
N 1.22 -0.79 -1.33
O -1.58 -0.47 -1.41
O -0.17 0.98 1.52
H -2.06 -1.29 -1.60
H 0.01 1.88 1.20
H 1.91 -0.58 -2.04
H 0.30 -1.07 -1.70
H -2.68 0.29 1.00
H -1.90 -0.89 2.07
H -2.91 -1.46 0.73
H 3.18 0.64 -0.49
H 2.47 1.11 1.05
H 2.05 1.99 -0.42
*
```


[8]
Molecular formula: C30H34F3IrN6O8S2
Method: DFT, ωB97M-V/def2-TZVPD

Computed properties:
- energy (eV) = -89644.174
- largest force on an atom (eV Å⁻¹) = 1.2
- relative energy (zero: lowest compared OMol25 entry of this formula, charge and spin) (eV) = 0.2043
- frontier orbital gap (eV) = 6.88
- E_HOMO (eV) = -7.19
- molecular weight (u) = 920.0

Geometry as ORCA input:
```
! wB97M-V def2-TZVPD RIJCOSX def2/J DEFGRID3
* xyz 0 1
Ir 0.24 -0.55 0.89
C 2.72 -4.46 -3.43
O 3.49 -3.58 -4.23
C 4.22 -2.63 -3.59
C 4.34 -2.55 -2.21
C 5.08 -1.52 -1.64
C 5.70 -0.57 -2.43
C 5.65 -0.71 -3.82
C 4.90 -1.72 -4.40
N 6.47 0.55 -1.96
N 6.30 1.08 -0.85
C 5.09 0.94 -0.13
C 5.18 0.81 1.24
C 4.10 0.44 2.05
C 2.86 0.19 1.48
O 1.81 -0.23 2.13
C 2.73 0.47 0.08
N 1.48 0.30 -0.43
C 1.20 0.61 -1.68
C 2.20 1.15 -2.51
C 3.47 1.28 -2.05
C 3.80 0.90 -0.73
H 2.14 -5.07 -4.12
H 2.04 -3.90 -2.77
H 3.36 -5.10 -2.82
H 3.85 -3.26 -1.56
H 5.16 -1.49 -0.56
H 6.18 0.00 -4.43
H 4.83 -1.83 -5.47
H 6.16 0.95 1.68
H 4.23 0.29 3.11
H 0.19 0.43 -2.00
H 1.94 1.43 -3.52
H 4.24 1.69 -2.69
O -1.26 -0.98 -0.49
N -1.59 -2.29 -0.43
C -2.87 -2.61 -0.67
C -3.26 -3.93 -0.70
C -2.30 -4.91 -0.48
C -1.00 -4.56 -0.24
C -0.64 -3.21 -0.19
S 0.94 -2.61 0.19
H -3.52 -1.77 -0.83
H -4.30 -4.17 -0.88
H -2.59 -5.96 -0.48
H -0.24 -5.29 -0.01
C -3.89 0.41 1.75
N -4.28 1.68 1.16
C -5.44 2.35 1.73
C -6.03 3.31 0.72
C -4.94 4.27 0.28
N -3.76 3.55 -0.15
C -2.85 4.26 -1.03
C -3.41 2.32 0.33
O -2.34 1.78 0.00
H -3.50 0.53 2.75
H -3.13 -0.06 1.13
H -4.77 -0.24 1.79
H -5.17 2.88 2.65
H -6.16 1.58 2.00
H -6.85 3.87 1.16
H -6.40 2.76 -0.14
H -4.68 4.95 1.10
H -5.28 4.89 -0.56
H -2.47 5.16 -0.54
H -3.36 4.55 -1.95
H -2.01 3.61 -1.27
C -0.28 3.77 2.00
C 0.32 2.57 1.28
O -0.37 1.38 1.68
H 0.18 4.69 1.64
H -0.11 3.69 3.08
H -1.35 3.82 1.83
H 1.37 2.44 1.55
H 0.25 2.70 0.20
H -1.22 1.41 1.17
F -3.40 -1.89 4.07
C -2.14 -1.84 4.52
F -2.07 -2.59 5.62
F -1.88 -0.57 4.85
S -0.97 -2.47 3.25
O -1.56 -3.69 2.79
O 0.31 -2.51 3.89
O -1.12 -1.37 2.25
*
```


[9]
Molecular formula: C4H4ClF
Method: DFT, ωB97M-V/def2-TZVPD

Computed properties:
- energy (eV) = -19450.379
- largest force on an atom (eV Å⁻¹) = 3.7
- relative energy (zero: lowest compared OMol25 entry of this formula, charge and spin) (eV) = 1.0780
- frontier orbital gap (eV) = 10.88
- E_HOMO (eV) = -10.24
- molecular weight (u) = 106.5

Geometry as ORCA input:
```
! wB97M-V def2-TZVPD RIJCOSX def2/J DEFGRID3
* xyz 0 1
C 2.00 -0.32 -0.17
C 0.59 -0.17 -0.23
C -0.58 0.21 -0.21
C -1.94 0.34 0.21
F -2.59 1.41 -0.34
Cl -3.00 -1.00 -0.20
H 2.48 -0.28 0.84
H 2.61 0.57 -0.62
H 2.41 -1.25 -0.62
H -1.99 0.51 1.33
*
```


[10]
Molecular formula: C3H11NSi
Method: DFT, ωB97M-V/def2-TZVPD

Computed properties:
- energy (eV) = -12652.339
- largest force on an atom (eV Å⁻¹) = 4.8
- relative energy (zero: lowest compared OMol25 entry of this formula, charge and spin) (eV) = 4.8061
- frontier orbital gap (alpha / beta) (eV) = 8.42 / 7.22
- E_HOMO (alpha / beta) (eV) = -8.64 / -7.34
- molecular weight (u) = 89.2

Geometry as ORCA input:
```
! wB97M-V def2-TZVPD RIJCOSX def2/J DEFGRID3
* xyz 0 1
C -1.80 -0.52 -0.48
C 2.02 -0.80 0.65
C -1.58 0.36 0.66
N -0.89 1.64 0.45
Si 1.73 0.69 -0.49
H -2.55 0.06 -1.11
H -0.92 -0.46 -1.13
H -2.03 -1.57 -0.41
H 2.56 -1.52 -0.08
H 2.78 -0.59 1.31
H 1.27 -1.35 1.08
H -2.43 0.40 1.34
H -0.92 -0.19 1.24
H -0.95 1.96 -0.48
H 2.36 1.95 -0.91
H 1.34 -0.05 -1.65
*
```


[11]
Molecular formula: C18H43N6O7P2S
Method: DFT, ωB97M-V/def2-TZVPD

Computed properties:
- energy (eV) = -72043.258
- largest force on an atom (eV Å⁻¹) = 6.5
- frontier orbital gap (eV) = 6.92
- E_HOMO (eV) = -9.88
- molecular weight (u) = 549.6

Geometry as ORCA input:
```
! wB97M-V def2-TZVPD RIJCOSX def2/J DEFGRID3
* xyz 1 1
C -7.33 3.63 -1.42
C -6.10 3.39 -0.54
O -5.15 2.54 -1.19
C -6.48 2.84 0.85
N -5.78 3.61 1.90
C -5.55 2.83 3.11
C -4.23 2.06 3.01
O -3.18 3.02 3.33
C -1.99 2.49 3.47
N -1.32 2.57 4.61
C -0.08 1.97 4.53
P 1.21 1.85 5.79
O 0.82 2.44 7.06
O 1.65 0.33 5.90
O 2.52 2.61 5.22
C -0.02 1.51 3.24
S 1.40 0.68 2.60
N -1.21 1.83 2.60
C -1.54 1.52 1.19
C -0.47 2.10 0.20
C 0.02 0.98 -0.77
C 0.81 1.66 -1.90
O 0.97 0.73 -2.97
H -7.74 2.71 -1.84
H -8.09 4.20 -0.87
H -7.02 4.27 -2.27
H -5.61 4.37 -0.39
H -4.62 3.12 -1.74
H -7.57 2.86 1.00
H -6.14 1.80 0.93
H -6.34 4.42 2.13
H -5.41 3.56 3.91
H -6.39 2.17 3.38
H -4.17 1.71 1.97
H -4.22 1.17 3.64
H -1.70 3.02 5.44
H 2.62 0.27 5.95
H 2.36 3.56 5.29
H 2.38 1.62 2.69
H -1.62 0.44 1.05
H -2.48 2.01 0.96
H 0.38 2.54 0.72
H -0.98 2.85 -0.41
H -0.89 0.52 -1.18
H 0.66 0.29 -0.23
H 0.30 2.56 -2.26
H 1.81 1.95 -1.53
H 0.65 -0.11 -2.65
O 2.21 -2.18 -2.23
P 3.09 -3.41 -2.17
N 4.62 -2.61 -2.00
C 5.20 -1.84 -3.09
C 4.72 -1.87 -0.75
N 2.76 -4.00 -3.74
C 3.75 -4.24 -4.77
C 1.49 -3.62 -4.33
N 3.85 -4.98 -1.82
C 2.99 -5.82 -0.97
C 5.24 -5.17 -1.41
H 6.17 -1.44 -2.78
H 4.56 -1.00 -3.41
H 5.41 -2.47 -3.94
H 4.41 -2.50 0.09
H 4.08 -0.97 -0.75
H 5.75 -1.56 -0.56
H 3.97 -3.32 -5.33
H 3.38 -4.98 -5.48
H 4.68 -4.64 -4.37
H 1.53 -2.61 -4.77
H 0.69 -3.64 -3.59
H 1.21 -4.32 -5.12
H 2.97 -5.46 0.06
H 3.31 -6.86 -0.97
H 1.96 -5.80 -1.35
H 5.46 -4.74 -0.43
H 5.93 -4.76 -2.15
H 5.46 -6.24 -1.36
*
```


[12]
Molecular formula: C3H6N2O2
Method: DFT, ωB97M-V/def2-TZVPD

Computed properties:
- energy (eV) = -10283.390
- largest force on an atom (eV Å⁻¹) = 0.5
- relative energy (zero: lowest compared OMol25 entry of this formula, charge and spin) (eV) = 1.4073
- frontier orbital gap (eV) = 10.33
- E_HOMO (eV) = -9.49
- molecular weight (u) = 102.1

Geometry as ORCA input:
```
! wB97M-V def2-TZVPD RIJCOSX def2/J DEFGRID3
* xyz 0 1
N -0.14 0.64 -1.84
C -0.01 1.07 -0.46
C 0.83 -0.08 0.02
O 2.00 -0.20 -0.24
N 0.09 -1.15 0.59
C -0.57 -0.93 1.77
O -0.77 0.18 2.23
H 0.65 0.85 -2.42
H -1.03 0.78 -2.28
H -0.99 1.10 0.01
H 0.49 2.03 -0.27
H 0.44 -2.08 0.39
H -0.89 -1.85 2.27
*
```


[13]
Molecular formula: C6IrN2O4S2
Method: DFT, ωB97M-V/def2-TZVPD

Computed properties:
- energy (eV) = -41899.756
- largest force on an atom (eV Å⁻¹) = 2.1
- frontier orbital gap (alpha / beta) (eV) = 6.54 / 2.79
- E_HOMO (alpha / beta) (eV) = -4.17 / -4.16
- molecular weight (u) = 420.4

Geometry as ORCA input:
```
! wB97M-V def2-TZVPD RIJCOSX def2/J DEFGRID3
* xyz -1 5
Ir -0.90 0.22 -0.35
O -3.84 2.12 -2.53
C -3.07 1.50 -1.86
O -1.87 1.63 -1.55
C -3.73 0.08 -1.11
O -4.88 -0.13 -1.36
O -2.86 -0.48 -0.43
S 0.16 -1.31 0.96
C 1.59 -0.30 0.83
S 1.23 1.00 -0.30
C 2.92 -0.67 1.28
C 3.36 -0.25 2.53
N 3.69 0.13 3.57
C 3.76 -1.44 0.50
N 4.44 -2.09 -0.17
*
```


[14]
Molecular formula: C31H38CoN2P2Se2Si2Te2
Method: DFT, ωB97M-V/def2-TZVPD

Computed properties:
- energy (eV) = -252987.459
- largest force on an atom (eV Å⁻¹) = 2.0
- frontier orbital gap (alpha / beta) (eV) = 4.99 / 5.07
- E_HOMO (alpha / beta) (eV) = -0.91 / -0.92
- molecular weight (u) = 1028.8

Geometry as ORCA input:
```
! wB97M-V def2-TZVPD RIJCOSX def2/J DEFGRID3
* xyz -2 2
Co -0.27 1.76 0.29
C -3.20 -0.05 -2.44
Si -3.29 0.48 -0.64
C -3.96 2.22 -0.65
C -4.66 -0.56 0.15
N -1.76 0.29 0.06
P -0.92 -0.44 1.21
C 0.72 -0.06 1.25
P 1.54 0.03 -0.22
N 0.91 0.97 -1.36
Si 1.40 2.11 -2.51
C -0.15 2.89 -3.22
C 2.28 1.32 -3.99
C 2.50 3.50 -1.92
C 3.28 0.52 0.13
C 4.25 0.49 -0.87
C 5.52 0.99 -0.64
C 5.83 1.56 0.60
C 4.87 1.59 1.60
C 3.60 1.06 1.37
C 1.77 -1.63 -1.00
C 0.74 -2.09 -1.83
C 0.78 -3.37 -2.37
C 1.84 -4.21 -2.08
C 2.87 -3.77 -1.26
C 2.82 -2.49 -0.72
C -1.62 -0.11 2.87
C -0.96 0.77 3.73
C -1.54 1.17 4.92
C -2.79 0.67 5.28
C -3.45 -0.23 4.45
C -2.86 -0.61 3.25
C -1.21 -2.28 1.12
C -1.91 -2.88 0.09
C -2.02 -4.26 -0.01
C -1.40 -5.07 0.94
C -0.68 -4.48 1.97
C -0.58 -3.10 2.06
H -4.15 0.08 -2.96
H -2.44 0.56 -2.95
H -2.90 -1.09 -2.55
H -4.91 2.23 -1.19
H -4.13 2.60 0.36
H -3.28 2.91 -1.15
H -5.53 -0.56 -0.51
H -4.37 -1.60 0.33
H -4.97 -0.13 1.11
H -0.75 2.14 -3.74
H -0.76 3.31 -2.41
H 0.08 3.69 -3.92
H 1.73 0.44 -4.34
H 2.33 2.04 -4.81
H 3.30 1.02 -3.76
H 1.96 4.21 -1.30
H 3.35 3.14 -1.33
H 2.90 4.03 -2.80
H 4.01 0.06 -1.84
H 6.27 0.96 -1.43
H 6.81 1.98 0.77
H 5.09 2.04 2.55
H 2.84 1.06 2.14
H -0.08 -1.41 -2.06
H -0.03 -3.71 -3.00
H 1.87 -5.22 -2.50
H 3.70 -4.43 -1.03
H 3.62 -2.16 -0.06
H 0.01 1.15 3.42
H -1.04 1.89 5.55
H -3.26 1.00 6.20
H -4.42 -0.62 4.73
H -3.39 -1.30 2.60
H -2.37 -2.25 -0.67
H -2.57 -4.70 -0.83
H -1.48 -6.15 0.86
H -0.18 -5.11 2.71
H 0.00 -2.65 2.85
Se 0.96 3.33 1.46
Te 1.70 5.52 2.46
Te -2.31 5.62 2.09
Se -1.48 3.39 1.32
*
```


[15]
Molecular formula: CH4N2O3
Method: DFT, ωB97M-V/def2-TZVPD

Computed properties:
- energy (eV) = -10221.132
- largest force on an atom (eV Å⁻¹) = 2.8
- relative energy (zero: lowest compared OMol25 entry of this formula, charge and spin) (eV) = 1.2943
- frontier orbital gap (eV) = 10.39
- E_HOMO (eV) = -9.99
- molecular weight (u) = 92.1

Geometry as ORCA input:
```
! wB97M-V def2-TZVPD RIJCOSX def2/J DEFGRID3
* xyz 0 1
N -0.89 1.56 0.24
N -0.04 0.47 0.03
C -0.41 -0.62 -0.75
O -1.47 -0.74 -1.34
O 0.56 -1.60 -0.82
O 1.58 -1.36 0.22
H -1.19 1.58 1.21
H -0.39 2.43 0.06
H 0.91 0.44 0.39
H 1.35 -2.15 0.75
*
```